This record from the OMol25 dataset describes a 18-piece molecular cluster, C58H162N10O23 overall. The level of theory is ωB97M-V with the def2-TZVPD basis set.

Each line ends with the Mulliken charge.
Element x y z (Å)
1 C -4.88294 -4.00432 0.01880  -0.100
2 O -6.22063 -3.88492 -0.44350  -0.598
3 H -4.40278 -3.02648 0.07611  -0.040
4 H -4.84493 -4.54184 0.97050  0.045
5 H -4.24887 -4.54377 -0.70038  0.176
6 H -6.56693 -4.78466 -0.48592  0.318
7 C -1.86618 5.13118 -1.68760  -0.307
8 O -2.52133 4.95691 -0.39128  -0.565
9 H -1.08804 5.89107 -1.64563  0.320
10 H -1.49844 4.14455 -1.93868  -0.117
11 H -2.58487 5.54616 -2.40495  0.438
12 H -2.39275 5.76771 0.11007  0.249
13 C 2.64457 0.66190 2.15761  -0.340
14 O 2.57580 -0.10655 0.96492  -0.592
15 H 3.34120 0.20587 2.85110  0.400
16 H 3.01751 1.68343 1.91854  0.323
17 H 1.64949 0.86364 2.57989  -0.045
18 H 1.76275 0.09399 0.44827  -0.264
19 C -1.30627 2.45323 3.99192  -0.293
20 O -2.39512 1.81442 3.37307  -0.595
21 H -1.23922 2.13522 5.02951  0.449
22 H -0.29879 2.30270 3.57109  -0.205
23 H -1.40911 3.54611 3.96611  0.379
24 H -2.42937 2.13164 2.44886  0.208
25 C -4.06433 1.79492 -0.23764  -0.419
26 O -3.10632 2.43446 0.60499  -0.495
27 H -5.02387 2.32114 -0.25508  0.419
28 H -3.70488 1.72189 -1.27962  0.180
29 H -4.19410 0.76188 0.08809  -0.081
30 H -2.94306 3.36090 0.31344  0.306
31 C -4.05025 -1.34514 2.90100  -0.678
32 O -2.68239 -0.98842 3.11115  -0.536
33 H -4.21135 -2.39935 3.11672  0.272
34 H -4.61552 -0.80642 3.67133  0.385
35 H -4.40457 -1.11585 1.89734  0.108
36 H -2.63174 -0.01137 3.10018  0.368
37 C 4.80161 5.65946 -1.11569  -0.369
38 O 3.71104 6.50908 -1.45727  -0.317
39 H 5.20458 5.92478 -0.12705  0.089
40 H 4.45952 4.63382 -1.01988  0.101
41 H 5.60272 5.75128 -1.85368  0.366
42 H 3.95452 7.43250 -1.51054  0.198
43 C 2.68049 -1.29148 -2.74710  -0.326
44 O 3.61423 -2.04378 -3.53826  -0.527
45 H 3.00330 -1.31220 -1.69506  0.167
46 H 2.69984 -0.24550 -3.06159  0.348
47 H 1.69382 -1.73498 -2.79467  0.089
48 H 4.44713 -1.58021 -3.60043  0.300
49 C -3.33668 -7.01976 -2.48500  -0.997
50 O -4.58745 -6.56017 -2.11111  -0.289
51 C -5.48154 -6.26595 -3.14395  -0.331
52 C -6.09597 -7.52460 -3.71240  -0.840
53 N -6.78674 -8.27558 -2.70769  -0.210
54 C -7.30026 -9.53205 -3.13877  -0.707
55 C -7.96307 -10.23831 -1.97553  -0.635
56 O -6.99882 -10.43556 -0.97698  -0.305
57 C -7.55492 -10.55661 0.34549  -0.740
58 H -2.99989 -6.52105 -3.40937  0.409
59 H -3.33350 -8.08727 -2.74635  0.379
60 H -2.56043 -6.83132 -1.74875  0.213
61 H -5.06441 -5.71038 -3.99735  0.326
62 H -6.26198 -5.64478 -2.70189  0.340
63 H -5.27539 -8.16956 -4.09101  0.344
64 H -6.73780 -7.30618 -4.56945  0.407
65 H -6.27239 -8.36684 -1.84369  0.248
66 H -6.54151 -10.18922 -3.60055  0.389
67 H -8.08437 -9.34187 -3.88183  0.348
68 H -8.37957 -11.20053 -2.29355  0.414
69 H -8.78989 -9.57881 -1.67875  0.357
70 H -6.74364 -10.33880 1.04729  0.225
71 H -7.88583 -11.58431 0.53811  0.278
72 H -8.33480 -9.80858 0.51060  0.344
73 C 3.04322 -3.00453 2.49319  0.123
74 O 2.44058 -3.41301 3.68525  -0.334
75 C 1.97981 -2.35735 4.41289  -1.388
76 C 0.70429 -1.75833 3.89391  1.226
77 N -0.48765 -2.60155 4.12982  -0.362
78 C -0.40480 -3.89966 3.43838  0.073
79 C -1.80546 -4.31086 3.09219  0.008
80 O -1.79364 -5.64712 2.65386  -0.273
81 C -3.05819 -6.25581 2.76339  -0.422
82 H 2.35084 -3.11572 1.64700  -0.321
83 H 3.84177 -3.71395 2.25554  0.279
84 H 3.41533 -1.98967 2.58640  0.079
85 H 2.75494 -1.58518 4.52396  0.410
86 H 1.79717 -2.59729 5.46826  0.450
87 H 0.79193 -1.56428 2.80940  -0.727
88 H 0.44644 -0.83549 4.42328  0.317
89 H -1.27531 -2.08390 3.71137  0.085
90 H -0.01419 -4.58316 4.19173  0.765
91 H 0.25944 -3.88215 2.57709  -0.277
92 H -2.18468 -3.65727 2.29341  -0.600
93 H -2.45890 -4.17314 3.96152  0.654
94 H -3.01419 -7.25207 2.30841  0.294
95 H -3.82804 -5.74685 2.15108  0.023
96 H -3.39738 -6.35941 3.80088  0.356
97 C 2.54071 -4.68066 -1.76072  -0.096
98 O 3.17651 -5.41364 -0.75453  -0.497
99 C 2.31652 -5.71370 0.35493  1.308
100 C 3.01688 -6.74905 1.20051  -1.213
101 N 3.36479 -7.88780 0.37204  -0.258
102 C 4.34668 -8.78089 0.98515  -0.668
103 C 4.70913 -9.85330 0.00273  -0.643
104 O 5.04328 -9.26745 -1.20517  -0.255
105 C 5.59235 -10.18580 -2.09518  -0.810
106 H 1.56650 -5.02942 -2.12954  -0.112
107 H 3.19656 -4.76506 -2.63160  0.339
108 H 2.46580 -3.61337 -1.52084  -0.031
109 H 1.38643 -6.12513 -0.05916  -0.104
110 H 2.20343 -4.81656 0.97181  -0.687
111 H 2.43717 -7.01663 2.08671  0.461
112 H 3.90467 -6.21573 1.60861  0.417
113 H 3.77996 -7.46075 -0.45679  0.334
114 H 3.86539 -9.14433 1.89229  0.348
115 H 5.26289 -8.20944 1.21887  0.323
116 H 3.85764 -10.54390 -0.13154  0.357
117 H 5.50632 -10.48409 0.42796  0.457
118 H 4.85334 -10.96239 -2.32015  0.316
119 H 6.45252 -10.72217 -1.65190  0.295
120 H 6.00893 -9.63006 -2.92573  0.262
121 C 1.36138 4.35992 0.04352  -0.707
122 O 1.18022 3.80532 -1.22477  0.454
123 C 1.25174 2.38875 -1.26535  -1.075
124 C 0.00364 1.72953 -0.68726  0.366
125 N 0.23503 0.27675 -0.63548  1.280
126 C -0.72434 -0.40928 0.24999  0.145
127 C -0.41924 -1.89435 0.27734  0.376
128 O -0.95026 -2.60581 -0.84454  -0.111
129 C -1.33053 -3.93527 -0.54224  0.434
130 H 1.48634 5.44021 -0.00464  0.248
131 H 2.27251 3.94881 0.51495  0.050
132 H 0.52472 4.13064 0.72143  0.164
133 H 2.17105 2.05202 -0.77003  0.245
134 H 1.33970 2.16828 -2.33089  -0.091
135 H -0.83549 1.95362 -1.36841  -0.182
136 H -0.27812 2.12472 0.28729  0.063
137 H 0.07437 -0.14574 -1.55462  -0.525
138 H -1.77661 -0.31173 -0.08499  -0.261
139 H -0.72527 -0.04843 1.28162  0.214
140 H -0.78471 -2.32959 1.21452  -0.383
141 H 0.67533 -2.03077 0.32923  -0.226
142 H -1.53183 -4.43520 -1.49046  0.138
143 H -2.28484 -3.97049 0.00339  -0.740
144 H -0.55964 -4.44944 0.03668  -0.076
145 C 0.77541 8.41417 2.34613  -0.567
146 O -0.59469 8.43543 2.61755  -0.345
147 C -0.98300 9.45238 3.46291  -0.713
148 C -0.76233 10.84268 2.89883  -0.472
149 N -1.63310 10.99523 1.72265  -0.224
150 C -1.70060 12.31912 1.15618  -0.878
151 C -0.39744 12.96005 0.74283  -0.165
152 O -0.71592 14.17210 0.11704  -0.325
153 C 0.39742 14.86041 -0.32668  -0.760
154 H 1.05625 9.30651 1.76064  0.342
155 H 1.02240 7.54960 1.73418  -0.027
156 H 1.39885 8.41570 3.25309  0.353
157 H -0.36075 9.36002 4.37191  0.375
158 H -2.01685 9.33435 3.75860  0.395
159 H 0.29908 10.99819 2.65311  0.256
160 H -1.08349 11.55539 3.66256  0.425
161 H -1.39296 10.27503 1.05011  0.257
162 H -2.19676 12.98410 1.87533  0.294
163 H -2.37813 12.30196 0.30033  0.356
164 H 0.13324 12.33743 -0.00261  0.253
165 H 0.32656 13.12354 1.55415  0.324
166 H 0.94943 15.31211 0.50359  0.297
167 H 0.01171 15.70788 -0.90360  0.261
168 H 1.01447 14.29036 -1.02705  0.312
169 C -0.65409 -4.39739 -6.51102  -1.848
170 C -0.41213 -4.56206 -5.02647  1.833
171 C -0.19278 -6.02795 -4.69154  -1.424
172 O -0.17704 -6.15097 -3.31296  0.474
173 C 0.51978 -7.29052 -2.90602  -1.143
174 N 0.77084 -3.73645 -4.67827  -0.311
175 H 0.16699 -4.77596 -7.12914  0.381
176 H -0.72038 -3.34631 -6.80148  0.409
177 H -1.59027 -4.87212 -6.82184  0.392
178 H -1.23853 -4.19252 -4.40914  -0.602
179 H 0.75926 -6.36983 -5.12582  0.515
180 H -0.98589 -6.63110 -5.16900  0.387
181 H 1.55301 -7.20873 -3.26980  0.379
182 H 0.10722 -8.14151 -3.46903  0.355
183 H 0.51871 -7.50923 -1.84679  0.214
184 H 1.58832 -4.09145 -5.16126  0.394
185 H 0.93521 -3.69087 -3.67937  -0.380
186 C 2.71252 5.93280 -4.98695  -1.273
187 C 1.23705 5.84587 -4.64730  0.442
188 C 0.55980 4.58487 -5.12098  -0.320
189 O 0.73307 4.45348 -6.49393  -0.407
190 C 0.31527 3.19545 -6.97388  -0.696
191 N 1.02737 5.89992 -3.16354  -0.497
192 H 2.90267 5.80441 -6.05298  0.363
193 H 3.26424 5.19806 -4.39133  0.231
194 H 3.12996 6.89746 -4.67744  0.347
195 H 0.67227 6.68765 -5.07032  0.192
196 H -0.50233 4.74432 -4.86619  0.345
197 H 0.92214 3.67385 -4.61822  0.075
198 H 0.94776 2.40530 -6.54832  0.292
199 H 0.33517 3.15202 -8.05722  0.328
200 H -0.72846 3.03040 -6.65930  0.264
201 H 0.83355 4.97484 -2.78491  0.174
202 H 1.81850 6.29368 -2.67282  0.157
203 C 2.34622 3.03847 7.22217  -1.439
204 C 1.94922 2.41788 5.88372  0.639
205 C 1.98031 3.46426 4.77528  0.817
206 O 1.08046 4.48527 5.02536  -0.506
207 C 1.21876 5.50475 4.07563  -0.103
208 N 2.84446 1.30865 5.52793  -0.316
209 H 2.40956 2.26205 7.99501  0.447
210 H 1.67496 3.84369 7.52082  0.378
211 H 3.37092 3.43394 7.21108  0.191
212 H 0.91523 2.05844 5.90096  -0.137
213 H 1.74875 2.91255 3.84880  -0.346
214 H 3.00996 3.84097 4.65721  -0.306
215 H 0.58942 6.35516 4.33513  0.144
216 H 0.95466 5.24792 3.03043  -0.105
217 H 2.26553 5.84436 4.00210  0.295
218 H 3.73886 1.61601 5.15739  0.229
219 H 3.03043 0.76911 6.36431  0.268
220 C -2.07497 0.13153 -4.81591  -2.271
221 C -2.03384 -0.59258 -3.47646  2.257
222 C -3.17206 -1.59985 -3.30714  -0.205
223 O -4.41616 -1.01099 -3.59885  -0.440
224 C -5.50768 -1.84117 -3.20097  -0.495
225 N -0.73400 -1.27739 -3.33358  0.034
226 H -2.92586 0.80658 -4.88946  0.430
227 H -2.21405 -0.62503 -5.59799  0.336
228 H -1.13671 0.66449 -4.93857  0.637
229 H -2.10509 0.14803 -2.66603  -0.891
230 H -3.17878 -1.95965 -2.26685  0.088
231 H -2.94619 -2.45917 -3.96426  0.082
232 H -5.60664 -1.87351 -2.10628  0.181
233 H -5.48813 -2.87087 -3.59542  0.122
234 H -6.42640 -1.40768 -3.61382  0.378
235 H -0.71251 -1.82414 -2.42136  0.000
236 H -0.58179 -1.95584 -4.08139  0.346
237 C 5.91800 5.04446 5.76407  -1.020
238 C 6.63596 5.82238 4.64966  0.559
239 C 5.75605 6.76233 3.86768  -0.742
240 O 4.89227 5.97839 3.12305  -0.202
241 C 4.11687 6.72619 2.21002  -0.451
242 N 7.81372 6.57202 5.15010  -0.773
243 H 5.15120 4.39360 5.33436  -0.085
244 H 5.50305 5.71912 6.52043  0.321
245 H 6.63213 4.39907 6.28116  0.379
246 H 7.04369 5.07636 3.95684  0.190
247 H 6.39186 7.38564 3.22825  0.341
248 H 5.23115 7.44984 4.55084  0.280
249 H 3.51590 5.99561 1.66738  -0.213
250 H 4.75652 7.24509 1.47798  0.449
251 H 3.48052 7.47614 2.69607  0.363
252 H 8.48322 5.94474 5.59419  0.289
253 H 7.51618 7.13570 5.95795  0.275

As for the highest occupied orbital energy: -8.1 eV. As for the frontier orbital gap: 8.32 eV. The energy relative to the best compared isomer or geometry (same formula, charge and spin) comes out at 0.00 kJ/mol. As for the total charge: 0.